ORCA calculation (the ωB97M-V functional and the def2-TZVPD basis) on a cluster of 10 separate species, C45H95O35P5 in total at a distorted geometry.

For the HOMO energy, the calculation gives -10.3407 eV. As for the charge: 0. The calculation puts the HOMO-LUMO gap at 10.621 eV. The maximum force is 5.4 eV Å⁻¹. The SMILES is CCOP(=O)(OCC)OCC.CCOP(=O)(OCC)OCC.CCOP(=O)(OCC)OCC.CCOP(=O)(OCC)OCC.CCOP(=O)(OCC)OCC.O=C1OCCO1.O=C1OCCO1.O=C1OCCO1.O=C1OCCO1.O=C1OCCO1.

Atoms and positions in Å:
C -0.42865 -3.09522 3.31274
H -0.45814 0.74986 5.27969
P 0.77315 -6.68248 -2.74998
O -1.03199 5.61652 1.72354
H -0.41223 -2.03506 3.06000
H -6.07194 6.15924 0.37449
C 0.49330 0.25614 5.08196
O -0.02576 -0.27553 -1.68003
P -1.82008 6.89927 1.16342
O 6.57805 -7.31629 3.76658
O -1.61305 -3.76903 3.07761
H -4.04416 5.42609 -3.80308
O 6.02942 0.79259 -4.08264
C -9.67374 3.97366 -3.47026
P 3.43150 -0.06362 3.28966
C -4.47091 4.59487 -1.98312
H -1.01598 1.99523 -0.54620
H -4.01629 -3.43212 -2.56603
H 1.61041 -2.64076 1.26705
H -0.35511 8.76216 -0.80623
C 4.87294 -4.59984 -2.73723
C 5.13636 1.69063 2.54088
H -3.68420 5.24400 -1.59866
C -4.21964 6.69110 2.58801
H 5.63045 -5.06200 0.35671
O -5.66696 4.64056 -1.21331
H 1.72387 8.41209 1.31526
H 5.12577 2.26860 0.49020
H 4.31555 -1.11515 7.15773
H 0.22091 7.16052 -0.51221
O 1.39453 5.01864 -0.48382
H -5.56358 5.86440 -3.34304
O -1.24084 0.35321 0.48450
O 3.37305 4.41616 -0.89887
C 1.19330 4.06914 -1.54567
H -0.24856 3.76375 3.04854
C 1.35292 8.82967 0.37924
O -0.34700 -5.63828 -3.10729
H 5.77059 0.80623 2.48016
C 4.78185 -4.84213 2.14799
H -0.36022 -3.05916 -3.96406
H -0.96450 -5.21274 -0.83319
H -0.88094 -7.85003 0.14773
H 2.41048 -8.32053 -4.13183
C 0.03726 8.11604 -0.02095
H 4.99475 3.67088 1.73282
H -4.29823 5.34007 4.34740
O 1.82701 -0.24510 3.08536
H -8.39704 5.17661 -2.37649
O -7.96706 3.86870 0.03870
C 5.41044 -6.82445 -2.68080
H 2.11983 8.77308 -0.39325
O 4.38793 -5.15746 -3.88713
C 2.68861 0.40766 -3.97048
H 1.56923 -9.71703 -3.48477
H 1.16336 4.55936 -2.51875
C 4.90886 -0.81330 6.29461
C -4.93341 4.97524 -3.36254
O -0.77755 8.09098 1.18979
H -4.59782 -2.36174 -1.40621
H 6.50143 2.93107 1.42409
H -3.96345 3.63355 -1.90285
H 1.36672 -4.31930 -0.48426
C -2.46652 2.46905 1.10072
O -2.31596 -1.30351 -1.02298
P -0.88103 -0.78028 -0.56872
O 2.13027 -6.10979 -2.85673
H 4.13613 -7.16645 -4.45207
C -4.76688 6.26303 4.00591
C 1.19668 -9.16821 -5.74831
H 0.08192 -3.58613 -5.64642
H -6.86263 4.03935 1.73408
O 3.13587 6.29401 0.38670
H -1.75845 2.72543 1.88876
O 3.83948 0.78821 -4.58205
O -2.82982 7.14516 2.44991
O 5.98510 -6.76207 1.68317
H -0.10060 0.50810 3.07623
C 5.43247 2.71821 1.43459
C 1.22447 -2.27040 0.31732
H 5.53915 0.87805 4.91259
O 5.53029 -5.53795 -2.01869
C -8.28020 4.29518 -3.00699
O 4.21217 -1.26225 2.88394
H 5.27427 2.15921 3.51532
C 0.82422 0.66489 3.63141
H 1.14268 0.73035 5.81784
H 5.65310 -6.31049 -4.78578
C -1.01316 -7.29621 -0.78173
C -0.41528 -5.16079 -4.40433
H -5.84815 6.23623 4.14094
C -2.34246 -3.89278 4.15034
H 2.67143 -3.29640 -0.92647
O 3.51680 0.43998 4.83942
H 3.80266 -4.36961 2.07057
O 0.52229 -7.91290 -3.75265
P -6.75199 3.38879 -1.00091
O -3.47868 -4.23366 4.11013
H 0.23917 -4.36354 4.79763
C -0.32064 5.76745 2.93162
H 1.48870 -8.30265 -6.34298
H 5.53773 -4.05684 2.15556
H -2.52096 -5.87814 -1.10653
C 4.74343 0.56719 5.58957
H 1.21636 4.25541 2.39074
H 1.19046 -2.95040 -1.79504
H -5.14507 4.16863 -4.06446
H -1.64575 -5.83604 0.60599
C -2.36483 -2.61543 -1.63636
C -0.25797 -3.39418 4.76189
H 2.91339 2.94720 -2.19078
H -2.07666 -2.51139 -2.68241
H 1.99285 -1.52590 0.10895
H 2.60196 -0.55961 -2.11361
H 5.95969 -1.10184 6.31888
C 4.87443 0.47701 -3.82284
C -7.57497 4.60957 1.13784
C 2.70001 5.28001 -0.19729
O -1.64653 -3.53532 5.23600
H -4.38182 7.02453 4.68410
C 0.14664 -3.80202 -4.57998
H -6.90861 6.62097 1.73680
H -2.84793 3.39459 0.66943
C -1.81571 1.50533 0.00925
H -3.80442 -3.96934 -0.95037
H -1.65874 -3.29119 -1.15377
O 3.74783 1.23746 2.44120
H 0.31369 6.60808 2.65043
H -8.42247 4.81962 1.79032
H -7.80548 6.68462 0.31498
O 4.75707 -3.42316 -2.51092
C 2.52801 3.37795 -1.26664
C 1.58454 -3.31449 -0.84623
H 2.15766 1.08871 -3.30538
H -10.01894 4.80474 -4.08528
H 1.89314 0.03809 -4.61759
C 0.54037 4.49820 3.21062
O -7.42316 3.23033 -2.47236
H -2.60389 1.22204 -0.68833
H 0.04902 -5.83332 -5.12559
H 0.87051 1.74875 3.52559
H -1.48038 -5.17684 -4.63542
C 4.88387 -6.49183 -4.03511
H 0.83525 4.26441 4.23360
H 4.42946 -1.44329 5.54535
H 0.35699 -2.84481 5.47470
C -7.06424 6.06096 0.81470
H 1.04291 9.87332 0.43204
H -3.17573 1.92524 1.72474
H -7.74003 4.74033 -3.84255
H 0.47316 -3.55336 2.90660
H 6.43025 -7.20925 -2.68278
O -0.23064 -2.02978 0.25998
H 0.15743 -9.45635 -5.90652
O -6.11795 2.15688 -0.50184
H 0.26650 -0.79711 5.24731
C 1.46998 -8.87054 -4.16425
C 3.20935 -0.61679 -3.01688
H 0.38554 3.36083 -1.36149
C -1.64061 -5.98829 -0.47332
H -10.40021 3.97205 -2.65766
H 3.21618 -1.64613 -3.37538
O -2.48562 6.66222 -0.16358
H -4.29522 5.78669 1.98433
H 1.22976 -3.78311 -4.45919
C 5.15824 -5.79659 1.00902
H 4.63503 1.26076 6.42342
C 5.90359 -6.60949 3.01270
H 1.82738 -9.99407 -6.07737
H -9.72222 3.04265 -4.03503
O 0.29755 -7.16646 -1.26760
H 2.47249 2.59775 -0.50750
H 4.26453 -6.10333 0.46561
H 4.75084 -7.54285 -2.19405
H -4.84818 7.48896 2.19246
H -0.90363 6.02997 3.81440
H -1.60684 -7.96401 -1.40598
O 4.52320 -0.11052 -2.72435
O 5.09007 -5.54285 3.30246
C -3.78396 -3.06926 -1.56481

Atomic forces in eV per Å
C 2.20 0.93 1.04
H -0.34 0.08 0.04
P 0.23 -0.51 1.19
O -1.17 -0.42 -0.93
H -0.58 -0.02 -0.23
H -0.43 -0.38 -0.52
C -0.68 1.51 -0.24
O -0.42 -0.50 0.85
P -2.78 -1.34 -0.05
O -2.54 2.35 -1.55
O 0.49 -0.22 -3.28
H 0.39 0.00 -0.46
O -2.19 -0.56 0.16
C -0.38 -0.62 0.30
P -1.03 -0.42 0.45
C -0.36 -0.79 -0.56
H -0.27 0.59 -0.10
H -0.15 -0.29 -0.16
H -1.12 -0.17 0.31
H -0.94 -0.14 0.31
C -0.51 0.26 -1.53
C 0.07 0.49 -0.45
H -0.77 0.71 0.40
C -0.57 -1.00 -0.53
H 0.96 -1.17 -0.48
O -2.34 -1.31 2.23
H 0.14 0.31 -0.11
H -0.08 0.59 -0.11
H 0.35 1.10 0.50
H -0.29 -0.35 0.76
O -2.20 1.91 1.46
H -0.67 -0.60 0.07
O 0.81 -2.63 1.71
O 2.73 -0.50 0.43
C 2.15 -0.64 1.47
H -0.09 -0.63 0.05
C -1.06 -0.24 -0.21
O 0.01 -1.13 1.46
H 0.11 0.03 -0.15
C 1.33 0.90 -0.97
H 0.20 0.11 -0.16
H 0.04 0.00 -0.01
H 0.04 -0.13 0.00
H 0.40 -0.41 0.00
C 2.03 1.16 -0.61
H -0.53 -0.08 -0.63
H -0.23 -0.17 -0.20
O 1.36 1.11 0.09
H 0.43 -0.35 0.89
O 1.24 -0.34 -3.29
C 0.86 -0.19 0.51
H -0.11 -0.30 0.02
O -0.19 0.48 0.81
C -2.47 -1.53 1.52
H -0.59 -0.15 -0.24
H -0.19 0.08 0.13
C 0.26 -0.51 -2.23
C 2.57 0.86 -1.05
O -0.67 -0.49 -0.49
H 0.58 0.24 0.68
H 0.11 -0.31 -0.14
H -0.48 -0.53 -0.30
H -0.63 -0.10 -0.75
C 1.35 -1.67 0.18
O 1.33 -0.10 0.82
P 1.19 -0.25 -0.62
O -0.59 -1.00 0.56
H -0.11 0.24 0.35
C 2.38 1.24 -0.12
C 0.48 -0.31 2.32
H -0.57 0.42 -0.05
H 0.28 0.09 0.01
O -1.61 -3.89 -1.39
H 0.61 0.32 -0.41
O 0.43 1.64 -2.41
O 0.72 0.49 -0.17
O -0.64 0.29 -1.56
H 0.22 -0.69 -0.50
C 0.06 -0.77 1.15
C 1.10 -1.82 -2.55
H 0.19 -0.46 0.52
O -0.69 -0.02 -0.06
C 0.70 1.28 -0.55
O -0.88 1.14 0.74
H -0.08 0.05 -0.05
C -1.30 -1.43 1.07
H 0.39 -0.66 -0.07
H 0.36 -0.82 -0.03
C -0.21 -1.46 0.74
C -0.97 0.08 -1.82
H 0.10 -0.04 -0.66
C -1.37 0.17 1.04
H 0.16 0.07 -0.16
O -0.41 0.34 -1.21
H -0.12 -0.47 0.52
O -1.47 0.73 1.02
P 0.95 0.22 -0.22
O -0.40 -0.29 0.48
H -0.45 -0.52 0.23
C 2.85 0.57 0.44
H -0.29 0.11 0.20
H -0.36 0.57 -0.27
H -0.49 0.26 0.91
C -0.51 -1.54 1.53
H 0.55 0.42 0.45
H -0.31 -0.52 0.11
H -0.83 0.06 0.41
H -1.06 0.11 -0.14
C -0.09 1.08 -0.39
C -0.17 -1.05 1.86
H 0.30 -0.15 0.19
H 0.24 0.20 0.03
H -1.25 1.48 -0.03
H 0.21 -0.37 0.13
H -0.11 -0.11 0.52
C 4.92 2.07 -0.97
C 0.87 2.62 1.41
C -0.33 4.03 0.00
O 1.35 0.15 0.28
H -0.20 0.11 0.34
C 0.74 0.51 -0.61
H -0.32 -0.33 0.58
H -0.13 -0.30 -0.10
C -1.54 2.86 -0.45
H -0.67 0.36 0.42
H -0.20 0.12 0.08
O 0.39 0.25 0.00
H 0.47 0.18 1.04
H -0.39 -0.63 -0.24
H -0.04 -0.40 -0.49
O 0.23 -1.31 0.54
C -0.44 -1.77 -2.55
C 0.32 1.00 2.22
H 0.46 1.26 -0.45
H 0.26 -0.04 -0.31
H 0.49 -0.12 -0.48
C -2.47 -0.38 -1.07
O -1.08 0.79 1.46
H -0.17 0.27 -0.15
H 0.14 -0.25 0.12
H 1.52 -0.01 -0.02
H -0.09 0.17 -0.22
C 0.40 1.34 -1.40
H 0.54 0.77 -0.17
H 0.55 -0.60 -0.14
H -0.54 0.81 -0.41
C 0.36 -0.04 0.85
H 0.45 0.14 0.62
H -0.71 -0.03 -0.69
H 0.28 -0.52 -0.21
H -0.51 -0.10 -1.01
H -0.17 -0.24 -0.13
O 0.57 1.75 0.17
H 0.04 0.20 -0.01
O -0.26 0.65 -0.58
H 0.61 0.11 -0.17
C 1.04 0.79 -2.68
C -1.36 -0.97 1.70
H -0.24 0.65 0.09
C 0.50 1.00 -0.53
H 0.14 -0.48 0.19
H 0.50 0.06 -0.06
O 1.06 0.18 2.17
H -0.23 0.26 -0.46
H 0.04 -0.05 0.71
C -0.78 2.12 0.55
H -0.42 0.75 -0.68
C 1.79 -1.00 1.47
H 0.02 -0.08 0.12
H -0.12 0.07 -0.02
O 2.38 0.53 -2.23
H -0.09 0.15 0.21
H 0.26 -1.23 0.25
H -0.05 0.49 0.60
H 0.09 -0.14 -0.09
H -0.46 -0.10 -0.30
H -0.04 0.22 -0.38
O -1.15 -1.54 0.96
O 0.06 -2.24 2.19
C -0.48 -1.74 -1.05